Entry 1:
Entry from the Open Molecules 2025 dataset: C43H61BN5O2P2STi as an isolated structure (ωB97M-V/def2-TZVPD).

The geometry in XYZ format:
```
116
Properties=species:S:1:pos:R:3
Ti 0.173 0.344 0.935
O 1.681 -0.171 -0.064
C 2.959 -0.101 0.267
C 3.931 0.122 -0.701
C 5.273 0.227 -0.349
C 5.644 0.110 0.991
C 4.688 -0.117 1.959
C 3.315 -0.239 1.640
C 2.360 -0.460 2.660
N 1.028 -0.665 2.475
C 0.240 -0.761 3.695
C -1.120 -0.064 3.473
N -0.924 1.029 2.544
C -0.655 2.230 3.112
C 0.120 3.241 2.506
C 0.519 4.384 3.240
C 1.422 5.295 2.733
C 1.979 5.104 1.470
C 1.582 4.011 0.703
C 0.635 3.119 1.182
O 0.182 2.136 0.397
H 3.606 0.215 -1.729
H 6.020 0.407 -1.112
H 6.685 0.195 1.278
H 4.983 -0.206 3.000
H 2.728 -0.446 3.688
H 0.773 -0.287 4.532
H 0.073 -1.816 3.960
H -1.511 0.289 4.440
H -1.847 -0.773 3.059
H -0.952 2.380 4.153
H 0.121 4.517 4.241
H 1.716 6.150 3.331
H 2.714 5.797 1.082
H 1.984 3.840 -0.285
C -5.264 0.269 -2.407
C -3.864 0.864 -2.549
C -2.930 -0.242 -3.065
C -3.885 1.951 -3.628
P -3.017 1.562 -1.008
C -3.528 0.376 0.334
N -2.851 -0.908 0.245
B -1.427 -1.138 0.306
N -1.305 -2.589 0.276
C -0.143 -3.395 0.592
P 1.335 -3.323 -0.558
C 0.618 -3.961 -2.182
C 1.746 -4.515 -3.055
C 0.089 -2.699 -2.873
C -0.513 -4.987 -2.108
C 2.363 -4.688 0.264
C 2.507 -4.257 1.733
C 3.769 -4.646 -0.344
C 1.839 -6.120 0.220
C -2.569 -3.151 0.319
C -2.979 -4.472 0.394
C -4.339 -4.752 0.444
C -5.278 -3.732 0.429
C -4.879 -2.401 0.362
C -3.524 -2.113 0.302
C -3.922 3.128 -0.415
C -3.638 3.267 1.087
C -5.432 3.197 -0.627
C -3.252 4.340 -1.078
H -5.551 -0.212 -3.348
H -5.294 -0.501 -1.641
H -6.022 1.014 -2.177
H -3.209 -0.487 -4.095
H -1.893 0.093 -3.062
H -3.011 -1.150 -2.471
H -4.260 1.517 -4.560
H -4.536 2.787 -3.374
H -2.881 2.330 -3.812
H -3.226 0.849 1.272
H -4.609 0.217 0.377
H 0.235 -3.077 1.568
H -0.464 -4.437 0.697
H 2.591 -3.826 -3.105
H 2.112 -5.479 -2.701
H 1.372 -4.659 -4.073
H 0.889 -1.971 -3.008
H -0.329 -2.964 -3.849
H -0.695 -2.217 -2.290
H -0.222 -5.897 -1.586
H -1.393 -4.576 -1.617
H -0.815 -5.271 -3.121
H 2.666 -3.180 1.826
H 1.630 -4.522 2.324
H 3.369 -4.763 2.174
H 4.178 -3.635 -0.300
H 4.428 -5.306 0.229
H 3.793 -4.976 -1.380
H 0.827 -6.206 0.619
H 1.836 -6.518 -0.795
H 2.479 -6.772 0.824
H -2.262 -5.283 0.420
H -4.663 -5.784 0.504
H -6.332 -3.969 0.477
H -5.619 -1.613 0.374
H -4.252 2.596 1.688
H -2.592 3.077 1.326
H -3.871 4.290 1.395
H -5.944 2.335 -0.199
H -5.831 4.092 -0.138
H -5.696 3.257 -1.681
H -2.193 4.367 -0.815
H -3.715 5.259 -0.707
H -3.336 4.336 -2.164
S 2.599 2.721 -3.429
C 1.499 3.950 -2.974
C 0.278 3.403 -2.725
N 0.184 2.055 -2.916
C 1.331 1.576 -3.285
H 1.793 4.978 -2.869
H -0.587 3.938 -2.368
H 1.504 0.527 -3.460
```

The expectation value of S² is 2.057. The value obtained for the frontier orbital gap (alpha / beta) is 0.1684 / 0.2753 Ha. Its net charge is -1. The calculation puts the calculated total energy at -4054.77137 hartree. The calculation puts the lowest unoccupied orbital energy (alpha / beta) at 2.461 / 2.456 eV. Its spin multiplicity is 3. The calculation puts the energy above the lowest of the compared OMol25 structures with the same formula, charge and spin at 28.9 kcal per mole.

=====

Entry 2:
Entry from the Open Molecules 2025 dataset: C43H61BN8O4S4Tl as an isolated structure (ωB97M-V/def2-TZVPD).

The geometry in XYZ format:
```
122
Properties=species:S:1:pos:R:3
Tl -3.187 0.337 -0.842
C -1.323 -2.186 -4.337
C -0.281 -1.536 -3.423
C 0.930 -1.108 -3.926
C 1.689 -0.198 -3.112
N 1.330 -0.004 -1.835
N 0.260 -0.533 -1.359
B 0.479 -0.430 0.277
N 0.739 1.042 0.698
N 2.091 1.266 0.859
C 2.409 2.485 1.230
C 1.438 3.524 1.433
C 0.095 3.230 1.341
C -0.830 4.253 1.793
C -0.254 1.878 1.041
S -1.884 1.445 1.207
C 3.913 2.900 1.303
C 4.857 1.676 1.314
C 4.176 3.796 2.511
C 4.177 3.725 0.068
N 1.674 -1.340 0.751
N 3.045 -1.439 0.509
C 3.693 -2.322 1.216
C 2.996 -3.209 2.053
C 1.679 -3.093 2.336
C 0.947 -3.876 3.325
C 1.077 -2.058 1.649
S -0.580 -1.566 1.550
C 5.229 -2.570 0.997
C 5.334 -3.852 0.210
C 5.903 -2.803 2.348
C 5.837 -1.476 0.101
C -0.577 -1.279 -2.090
S -2.090 -1.806 -1.450
C 2.828 0.647 -3.622
C 4.169 0.300 -3.068
C 2.964 0.395 -5.177
C 2.477 2.145 -3.316
H -0.858 -2.855 -5.066
H -1.872 -1.419 -4.857
H -2.013 -2.800 -3.758
H 1.103 -1.215 -4.975
H 1.816 4.521 1.755
H -0.349 5.222 1.760
H -1.269 4.051 2.801
H -1.738 4.332 1.211
H 4.634 1.114 2.140
H 5.891 2.013 1.313
H 4.747 1.049 0.443
H 3.878 3.403 3.462
H 3.775 4.799 2.417
H 5.250 4.025 2.589
H 4.289 3.135 -0.815
H 5.102 4.301 0.107
H 3.379 4.437 -0.111
H 3.557 -4.004 2.543
H 1.487 -4.792 3.478
H -0.054 -4.102 2.951
H 0.783 -3.383 4.328
H 4.818 -4.723 0.669
H 6.354 -4.117 0.001
H 4.905 -3.690 -0.772
H 5.424 -3.684 2.826
H 5.819 -1.897 2.956
H 6.951 -2.999 2.316
H 5.074 -0.951 -0.478
H 6.623 -1.938 -0.445
H 6.232 -0.703 0.750
H 4.331 -0.833 -3.089
H 4.208 0.452 -2.018
H 5.035 0.880 -3.520
H 3.521 -0.469 -5.311
H 3.495 1.256 -5.584
H 2.049 0.381 -5.786
H 2.031 2.247 -2.298
H 1.810 2.479 -4.110
H 3.361 2.800 -3.310
C -4.010 -4.449 0.061
C -4.929 -3.304 0.470
C -4.568 -2.789 1.836
C -4.191 -3.563 2.917
C -3.807 -3.094 4.157
C -3.813 -1.695 4.419
C -4.278 -0.830 3.417
C -4.407 0.673 3.723
C -3.412 1.227 4.679
C -4.569 -1.436 2.130
N -4.674 -0.518 0.977
C -5.791 0.115 0.946
C -6.005 1.115 -0.071
C -7.130 1.862 -0.419
C -6.746 2.734 -1.421
C -5.401 2.517 -1.655
N -4.971 1.558 -0.827
H -4.105 -4.555 -1.020
H -4.323 -5.345 0.598
H -2.929 -4.237 0.199
H -6.010 -3.692 0.536
H -5.035 -2.491 -0.235
H -4.210 -4.652 2.825
H -3.446 -3.845 4.878
H -3.542 -1.309 5.380
H -5.353 0.745 4.244
H -4.515 1.231 2.717
H -3.604 0.861 5.695
H -3.544 2.296 4.773
H -2.350 0.915 4.483
H -6.473 0.059 1.799
H -8.120 1.629 -0.092
H -7.297 3.526 -1.940
H -4.825 3.038 -2.405
O -4.495 -0.446 -2.944
H -4.213 0.395 -3.312
H -5.481 -0.279 -2.876
C -1.645 3.788 -3.855
S -1.963 2.064 -3.621
O -1.681 1.833 -2.157
O -3.359 1.710 -3.856
O -1.025 1.447 -4.578
H -2.211 4.408 -3.113
H -1.947 4.057 -4.889
H -0.601 4.042 -3.648
```

The value obtained for the frontier orbital gap is 0.2433 Ha. Its net charge is +1. The calculation puts the calculated total energy at -4204.02834 hartree. The calculation puts the lowest unoccupied orbital energy at -3.325 eV. Its spin multiplicity is 1. The calculation puts the energy above the lowest of the compared OMol25 structures with the same formula, charge and spin at 25.9 kcal per mole.

=====

Entry 3:
Entry from the Open Molecules 2025 dataset: C43H64BiN7O5S as an isolated structure (ωB97M-V/def2-TZVPD).

The geometry in XYZ format:
```
121
Properties=species:S:1:pos:R:3
Bi 0.104 0.812 -1.259
O -3.475 2.417 0.732
C -2.425 2.266 0.128
O -2.165 1.379 -0.778
C -1.263 3.188 0.457
C -1.366 4.335 1.219
C -0.224 5.107 1.401
C 0.977 4.723 0.823
C 0.990 3.570 0.065
N -0.108 2.850 -0.091
C 2.179 3.082 -0.739
O 3.251 3.637 -0.631
O 1.904 2.089 -1.541
H -2.326 4.611 1.634
H -0.273 6.016 1.986
H 1.890 5.293 0.929
C -1.464 -2.758 -2.236
C -0.553 -3.931 -1.854
C -1.206 -4.582 -0.617
C 0.967 -3.698 -1.691
C 1.677 -4.814 -1.234
C 3.050 -4.821 -1.116
C 3.768 -3.721 -1.552
C 3.132 -2.607 -2.085
C 4.044 -1.595 -2.775
C 3.937 -1.719 -4.305
C 3.897 -0.133 -2.366
C 1.718 -2.569 -2.084
N 1.074 -1.363 -2.489
C 0.657 -1.230 -3.690
C 0.006 -0.069 -4.194
C -0.364 0.104 -5.514
C -0.888 1.388 -5.619
C -0.830 1.981 -4.360
N -0.290 1.090 -3.464
C -1.330 3.388 -4.093
C -1.231 4.219 -5.380
C -2.802 3.314 -3.655
C -0.504 4.087 -3.015
H -2.499 -3.103 -2.173
H -1.314 -2.398 -3.251
H -1.347 -1.924 -1.540
H -0.619 -4.661 -2.668
H -1.475 -3.823 0.119
H -0.585 -5.337 -0.138
H -2.134 -5.073 -0.921
H 1.140 -5.720 -0.987
H 3.564 -5.694 -0.731
H 4.851 -3.738 -1.519
H 5.057 -1.905 -2.510
H 3.029 -1.241 -4.673
H 3.936 -2.764 -4.621
H 4.785 -1.218 -4.778
H 3.012 0.319 -2.806
H 4.762 0.439 -2.707
H 3.831 -0.024 -1.283
H 0.786 -2.035 -4.419
H -0.250 -0.633 -6.297
H -1.264 1.849 -6.517
H -1.939 3.885 -6.139
H -0.223 4.172 -5.798
H -1.458 5.262 -5.151
H -3.406 2.833 -4.426
H -3.197 4.321 -3.486
H -2.904 2.739 -2.732
H 0.567 3.960 -3.192
H -0.751 3.678 -2.042
H -0.731 5.155 -2.995
C -3.763 -2.016 3.332
C -4.267 -1.900 1.893
C -4.909 -0.532 1.663
C -5.278 -3.010 1.621
N -3.131 -2.172 0.988
N -2.163 -1.121 0.875
H -4.578 -1.844 4.037
H -2.981 -1.279 3.543
H -3.350 -3.012 3.502
H -5.805 -0.431 2.280
H -5.200 -0.408 0.616
H -4.236 0.289 1.913
H -6.062 -3.010 2.379
H -4.776 -3.980 1.635
H -5.747 -2.874 0.642
H -3.487 -2.336 0.054
H -1.924 -0.820 1.813
H -2.553 -0.307 0.400
N 0.429 -2.586 1.525
C 1.656 -1.989 1.433
C 2.830 -2.687 1.760
C 4.029 -2.015 1.732
C 4.051 -0.662 1.401
C 2.851 -0.058 1.091
N 1.669 -0.694 1.093
H 0.405 -3.590 1.466
H -0.343 -2.100 1.073
H 2.773 -3.736 2.021
H 4.951 -2.535 1.962
H 4.971 -0.094 1.388
H 2.818 0.995 0.837
C -0.203 3.780 4.933
C -0.866 2.445 5.276
C -1.334 1.635 4.068
S -0.065 0.881 2.984
O 0.844 1.983 2.550
C 0.817 -0.077 4.286
C 2.156 0.549 4.641
C 2.982 -0.385 5.522
H 0.131 4.283 5.842
H -0.921 4.432 4.429
H 0.650 3.640 4.273
H -1.748 2.642 5.890
H -0.191 1.842 5.888
H -1.934 2.250 3.390
H -1.949 0.785 4.385
H 0.952 -1.074 3.864
H 0.156 -0.158 5.150
H 2.000 1.505 5.146
H 2.699 0.768 3.723
H 2.482 -0.581 6.474
H 3.956 0.057 5.735
H 3.145 -1.342 5.020
```

The value obtained for the frontier orbital gap is 0.2869 Ha. The calculation puts the calculated total energy at -3049.28233 hartree. The calculation puts the lowest unoccupied orbital energy at -0.111 eV. Its spin multiplicity is 1.

=====

Entry 4:
Entry from the Open Molecules 2025 dataset: C43H67BN8NaO7PS2 as an isolated structure (ωB97M-V/def2-TZVPD).

The geometry in XYZ format:
```
130
Properties=species:S:1:pos:R:3
Na 1.502 0.692 -0.116
C 2.247 -2.627 0.717
C 1.131 -3.655 0.760
C 1.156 -4.412 2.095
C -0.218 -3.027 0.557
C -1.448 -3.688 0.721
C -2.406 -2.724 0.498
C -3.895 -2.903 0.540
C -4.301 -4.116 1.378
C -4.448 -3.008 -0.885
N -1.755 -1.567 0.194
N -0.434 -1.765 0.231
B -2.436 -0.184 0.054
N -1.983 0.757 1.188
N -0.739 1.225 1.273
C -0.645 1.954 2.368
C -1.887 1.974 3.024
C -2.720 1.199 2.239
C -4.187 0.969 2.461
C -4.942 2.299 2.357
C -4.446 0.295 3.812
C 0.612 2.646 2.783
C 0.392 4.160 2.770
C 1.067 2.177 4.167
N -2.280 0.541 -1.293
N -1.102 1.025 -1.688
C -1.309 1.835 -2.711
C -2.679 1.871 -3.012
C -3.271 1.042 -2.079
C -4.744 0.764 -1.990
C -5.228 0.001 -3.228
C -5.535 2.070 -1.867
C -0.202 2.608 -3.349
C -0.312 2.596 -4.877
C -0.192 4.047 -2.831
H 3.204 -3.069 0.984
H 2.034 -1.809 1.394
H 2.345 -2.188 -0.268
H 1.287 -4.408 -0.030
H 0.931 -3.724 2.905
H 2.139 -4.850 2.269
H 0.421 -5.216 2.107
H -1.608 -4.720 0.969
H -4.339 -2.024 1.013
H -3.969 -5.039 0.910
H -5.387 -4.152 1.478
H -3.861 -4.050 2.372
H -4.046 -3.885 -1.387
H -4.152 -2.127 -1.445
H -5.537 -3.076 -0.877
H -3.599 -0.377 0.186
H -2.156 2.484 3.933
H -4.570 0.313 1.678
H -4.621 2.987 3.136
H -6.017 2.140 2.447
H -4.736 2.757 1.393
H -3.971 0.853 4.616
H -4.042 -0.715 3.806
H -5.516 0.238 4.015
H 1.382 2.384 2.057
H -0.463 4.432 3.393
H 0.209 4.489 1.752
H 1.272 4.678 3.144
H 0.300 2.365 4.922
H 1.977 2.695 4.465
H 1.279 1.115 4.128
H -3.178 2.419 -3.790
H -4.941 0.156 -1.107
H -5.101 0.612 -4.119
H -6.284 -0.256 -3.134
H -4.661 -0.916 -3.363
H -5.415 2.671 -2.766
H -5.177 2.650 -1.021
H -6.596 1.859 -1.728
H 0.732 2.146 -3.034
H -1.198 3.140 -5.203
H -0.382 1.579 -5.256
H 0.566 3.066 -5.317
H -1.168 4.517 -2.965
H 0.560 4.623 -3.365
H 0.070 4.050 -1.778
O 3.577 3.457 -2.475
S 3.290 2.697 -1.253
O 2.685 1.408 -1.554
O 2.557 3.474 -0.269
C 4.926 2.538 -0.476
C 5.755 3.632 -0.664
C 6.967 3.724 -0.003
C 7.372 2.697 0.837
C 6.537 1.610 1.033
C 5.314 1.540 0.388
S 4.212 0.151 0.732
O 4.156 -0.617 -0.496
O 4.881 -0.577 1.813
O 2.977 0.786 1.158
H 5.418 4.394 -1.349
H 7.603 4.590 -0.142
H 8.323 2.756 1.351
H 6.791 0.792 1.689
C 0.358 -2.753 5.814
N 0.790 -1.744 4.877
C 0.052 -1.341 3.782
N -1.309 -1.608 3.858
O 0.575 -0.826 2.832
H 1.201 -3.381 6.103
H -0.409 -3.383 5.359
H -0.052 -2.294 6.721
H 1.778 -1.677 4.687
H -1.759 -1.381 4.731
H -1.776 -1.219 3.047
C 1.223 -0.388 -4.030
P 1.841 -1.124 -2.438
C 1.050 -2.790 -2.776
C 3.508 -1.487 -3.100
C 4.053 -2.762 -3.192
C 5.290 -2.967 -3.778
C 6.014 -1.896 -4.270
C 5.508 -0.613 -4.122
C 4.277 -0.410 -3.532
H 1.685 0.580 -4.183
H 0.149 -0.261 -3.921
H 1.441 -1.041 -4.880
H 1.248 -3.168 -3.780
H -0.022 -2.660 -2.650
H 1.382 -3.522 -2.047
H 3.521 -3.612 -2.791
H 5.696 -3.970 -3.854
H 6.976 -2.059 -4.742
H 6.088 0.232 -4.469
H 3.906 0.588 -3.359
```

The value obtained for the frontier orbital gap is 0.2487 Ha. Its net charge is -2. The calculation puts the calculated total energy at -3968.65204 hartree. The calculation puts the lowest unoccupied orbital energy at 3.681 eV. Its spin multiplicity is 1. The calculation puts the energy above the lowest of the compared OMol25 structures with the same formula, charge and spin at 29.5 kcal per mole.